# C14H30N2O11V

A molecular structure, C14H30N2O11V (ωB97M-V/def2-TZVPD, OMol25).

Each line ends with the Löwdin charge.
Element x y z (Å)
O  -1.812  0.577  0.789  -0.37
V  -2.226  -0.915  0.939  1.01
C  -4.110  -1.997  -0.795  -0.85
O  -3.946  -0.755  -0.546  -0.15
O  -3.251  -2.694  -0.149  -0.20
O  -5.256  -2.386  -0.319  -0.12
C  -4.251  -1.323  2.828  -0.86
O  -5.413  -1.866  2.592  -0.12
O  -3.275  -2.114  2.564  -0.20
O  -4.054  -0.236  2.173  -0.16
C  -2.367  2.431  -3.773  -0.11
O  -1.844  1.566  -2.779  -0.17
C  -0.537  1.032  -2.948  -0.20
C  0.548  1.872  -2.280  -0.23
N  0.256  1.817  -0.885  -0.04
C  1.164  2.595  -0.026  -0.18
C  2.443  1.814  0.301  -0.22
O  3.164  2.580  1.259  -0.20
C  3.086  2.074  2.559  -0.13
H  -2.133  2.140  -4.801  0.07
H  -1.881  3.412  -3.692  0.07
H  -3.429  2.623  -3.648  0.09
H  -0.388  0.833  -4.012  0.11
H  -0.508  0.111  -2.365  0.11
H  0.579  2.896  -2.687  0.11
H  1.537  1.476  -2.524  0.11
H  -0.628  2.269  -0.674  0.11
H  0.789  2.880  0.960  0.12
H  1.453  3.553  -0.475  0.11
H  3.013  1.737  -0.628  0.11
H  2.306  0.781  0.626  0.10
H  3.554  2.625  3.375  0.08
H  3.557  1.085  2.616  0.08
H  2.024  1.966  2.807  0.07
C  -0.693  0.651  3.586  -0.08
O  -0.644  -0.593  2.930  -0.24
C  0.602  -1.123  2.543  -0.20
C  0.365  -2.216  1.477  -0.14
N  -0.192  -1.592  0.222  -0.07
C  -0.029  -2.570  -0.877  -0.16
C  1.324  -2.405  -1.636  -0.19
O  2.288  -1.633  -0.928  -0.23
C  3.507  -1.487  -1.606  -0.12
H  -1.646  0.849  4.071  0.10
H  -0.591  1.390  2.785  0.07
H  0.103  0.636  4.337  0.08
H  1.148  -1.651  3.337  0.12
H  1.268  -0.288  2.309  0.09
H  -0.301  -2.951  1.934  0.14
H  1.259  -2.771  1.188  0.11
H  0.594  -1.010  -0.066  0.08
H  -0.816  -2.382  -1.610  0.11
H  -0.127  -3.621  -0.605  0.12
H  1.198  -1.950  -2.624  0.11
H  1.772  -3.380  -1.848  0.11
H  3.920  -0.646  -1.046  0.08
H  3.346  -1.361  -2.684  0.09
H  4.181  -2.354  -1.575  0.08

Forces on the atoms, in the same order (eV/Å):
1.12 1.69 -0.34
-6.71 -1.28 0.74
-4.74 -0.23 10.05
3.24 4.45 -2.87
7.07 -2.62 -1.35
-2.61 -1.12 -5.18
-3.75 -3.01 -8.62
-0.14 0.87 4.53
4.94 -2.21 2.04
1.77 4.40 0.95
1.47 0.63 0.28
-0.49 0.00 -0.12
-0.47 0.27 -0.12
-0.34 0.52 -0.96
0.64 1.30 2.07
0.75 -0.91 0.00
-0.07 0.61 -0.57
1.29 0.65 -0.12
-0.91 -1.25 0.24
-0.21 -0.60 -0.06
0.02 0.26 0.11
-0.04 -0.60 0.25
0.37 -0.02 -0.10
-0.38 -0.25 -0.27
-0.18 0.22 -0.06
0.00 -0.39 0.23
-0.67 -0.93 -0.46
-0.89 -0.37 -0.23
0.23 0.07 -0.20
0.48 0.11 0.14
-0.48 0.08 0.23
0.16 0.83 -0.67
-0.13 -0.20 -0.07
0.06 -0.18 0.35
0.72 -0.07 -0.63
-0.70 -1.71 0.02
0.15 -0.14 0.22
-0.02 1.11 -0.12
1.32 -1.96 0.23
-0.23 -0.02 -1.20
0.36 -0.39 -0.18
-0.53 -0.54 0.16
-0.26 0.09 0.28
-0.19 -0.64 -0.22
0.31 0.46 0.35
0.13 0.55 0.06
-0.33 0.06 0.60
0.11 -0.07 -0.83
-0.50 0.19 -0.31
0.43 0.24 0.42
-0.81 1.33 0.68
-0.19 -0.12 0.18
-0.24 0.22 0.53
-0.28 0.27 -0.01
-0.10 -0.26 0.11
0.66 0.06 -0.81
-0.01 0.75 0.07
-0.18 -0.19 0.55

As for the total energy: -2432.29204 a.u. As for the net charge: -2. The spin multiplicity is 2. The expectation value of S² is 0.77. For the orbital gap (spin up / spin down), the calculation gives 0.1033 / 0.1043 Ha. The calculation puts the LUMO energy (spin up / spin down) at 0.138 / 0.138 Eh. The energy relative to the best compared isomer or geometry (same formula, charge and spin) is 171.31 kJ/mol. For the HOMO energy (spin up / spin down), the calculation gives 0.945 / 0.917 eV. The calculation puts the strongest force on any atom at 11.12 eV/Å.

=====

# C14H30N2O11V

A molecular structure, C14H30N2O11V (ωB97M-V/def2-TZVPD, OMol25).

Each line ends with the Löwdin charge.
Element x y z (Å)
O  0.645  -2.349  0.101  -0.37
V  0.400  -2.819  -1.363  1.01
C  -2.190  -3.501  -2.107  -0.82
O  -1.835  -3.569  -0.851  -0.17
O  -1.235  -2.965  -2.836  -0.21
O  -2.534  -4.675  -2.548  -0.12
C  1.127  -5.430  -2.060  -0.75
O  1.131  -4.363  -2.838  -0.23
O  0.805  -5.019  -0.844  -0.19
O  0.207  -6.281  -2.446  -0.13
C  -3.730  5.791  2.020  -0.10
O  -2.534  5.289  1.433  -0.21
C  -1.373  5.628  2.173  -0.25
C  -0.283  4.569  2.040  -0.21
N  -0.593  3.371  2.822  -0.06
C  -1.691  2.534  2.330  -0.20
C  -1.714  1.199  3.021  -0.24
O  -0.757  0.310  2.497  -0.18
C  -0.889  -0.969  3.042  -0.13
H  -3.577  6.843  2.269  0.08
H  -3.973  5.108  2.838  0.09
H  -4.526  5.726  1.279  0.08
H  -1.539  5.914  3.215  0.12
H  -0.946  6.508  1.668  0.11
H  0.632  5.013  2.429  0.11
H  -0.257  4.320  0.971  0.12
H  0.226  2.771  2.834  0.11
H  -1.739  2.446  1.238  0.11
H  -2.605  3.079  2.584  0.10
H  -2.706  0.727  3.005  0.12
H  -1.506  1.317  4.097  0.12
H  -0.177  -1.687  2.634  0.08
H  -1.848  -1.489  2.936  0.10
H  -0.684  -0.976  4.125  0.08
C  -1.515  0.100  -0.791  -0.08
O  -0.416  -0.527  -1.418  -0.27
C  -0.118  0.148  -2.638  -0.20
C  1.102  -0.571  -3.291  -0.18
N  1.849  -1.320  -2.275  -0.08
C  3.031  -1.978  -2.859  -0.19
C  4.018  -2.374  -1.760  -0.25
O  3.379  -3.191  -0.850  -0.19
C  4.130  -3.601  0.252  -0.11
H  -2.410  0.053  -1.420  0.10
H  -1.237  1.136  -0.574  0.07
H  -1.763  -0.440  0.119  0.09
H  0.156  1.191  -2.431  0.11
H  -0.996  0.104  -3.286  0.12
H  1.671  0.247  -3.758  0.11
H  0.715  -1.159  -4.123  0.13
H  2.156  -0.524  -1.723  0.13
H  3.509  -1.281  -3.564  0.11
H  2.844  -2.882  -3.439  0.11
H  4.429  -1.464  -1.287  0.11
H  4.869  -2.809  -2.308  0.12
H  4.862  -4.381  0.009  0.08
H  3.405  -4.080  0.911  0.10
H  4.597  -2.769  0.794  0.08

Forces on the atoms, in the same order (eV/Å):
0.61 0.76 1.58
-3.25 -4.69 -1.04
5.66 -8.47 0.17
-0.40 3.35 2.08
0.63 4.14 -1.11
-3.70 2.56 -0.88
-11.26 2.16 -0.22
3.83 2.01 -1.54
3.36 1.22 2.65
4.40 -2.65 -0.75
0.67 -0.59 -0.63
-0.26 -0.05 0.23
0.96 0.58 -0.90
-1.60 -0.63 0.28
0.69 -0.39 0.06
-0.60 0.89 0.21
-0.03 -0.62 0.65
-0.16 0.18 -0.49
0.54 -1.45 1.01
-0.28 -0.05 0.50
-0.26 0.59 0.44
0.08 -0.04 -0.08
-0.38 -0.36 0.08
-0.05 0.26 0.23
0.19 -0.12 -0.27
0.53 0.20 -0.11
0.09 0.12 0.04
0.34 -0.24 -0.03
-0.16 -0.27 0.07
-0.10 0.16 -0.44
0.02 0.32 0.02
0.19 0.51 -0.58
-0.35 0.66 -0.43
-0.06 0.36 0.08
-0.07 -0.57 0.06
-0.11 1.08 -0.69
0.53 -1.08 0.45
-1.65 0.68 -0.65
0.02 0.08 -1.57
0.79 0.27 0.14
0.11 0.82 -0.86
0.33 0.02 -0.24
-0.65 -0.54 0.37
0.07 0.12 -0.21
-0.19 0.12 0.10
0.33 -0.06 0.06
-0.19 0.12 0.15
0.06 0.06 -0.17
0.52 -0.23 0.07
0.23 -0.67 0.37
0.30 -0.74 0.96
0.33 0.10 0.18
-1.06 -0.01 0.32
-0.08 0.06 0.30
0.09 -0.48 0.33
0.25 0.23 -0.23
-0.02 0.09 0.05
0.13 0.11 -0.15

As for the total energy: -2432.35729 a.u. As for the net charge: -2. The spin multiplicity is 2. The expectation value of S² is 0.77. For the orbital gap (spin up / spin down), the calculation gives 0.1126 / 0.1144 Ha. The calculation puts the LUMO energy (spin up / spin down) at 0.131 / 0.131 Eh. The energy relative to the best compared isomer or geometry (same formula, charge and spin) is 0.00 kJ/mol. For the HOMO energy (spin up / spin down), the calculation gives 0.504 / 0.455 eV. The calculation puts the strongest force on any atom at 11.47 eV/Å.

=====

# C14H30NO2PPbSi

A molecular structure, C14H30NO2PPbSi (ωB97M-V/def2-TZVPD, OMol25).

Each line ends with the Löwdin charge.
Element x y z (Å)
Pb  0.195  0.402  0.859  0.91
Si  2.493  0.521  -0.501  0.42
P  -0.401  0.674  -2.099  0.67
N  -0.610  -1.575  1.292  -0.16
H  0.929  1.572  1.855  -0.11
C  -2.142  0.862  -2.629  -0.29
H  -2.204  1.023  -3.709  0.04
H  -2.587  1.709  -2.097  0.02
H  -2.717  -0.035  -2.373  0.05
C  0.359  2.023  -3.075  -0.29
H  0.148  1.871  -4.135  0.04
H  1.435  2.041  -2.932  0.00
H  -0.030  2.998  -2.779  0.03
C  0.067  -0.827  -3.058  -0.28
H  -0.099  -0.659  -4.128  0.04
H  -0.545  -1.677  -2.726  0.04
H  1.118  -1.096  -2.900  0.02
C  3.254  2.182  0.074  -0.34
H  2.855  2.766  0.918  0.00
H  3.386  2.893  -0.765  0.02
H  4.245  1.752  0.359  0.01
H  3.058  -0.670  0.311  -0.08
H  2.431  0.456  -2.004  -0.09
C  -0.557  -2.707  0.626  -0.46
C  -1.311  -5.047  0.227  -0.12
C  -1.556  -3.771  0.717  -0.03
C  0.685  -3.112  -0.081  -0.04
C  0.869  -4.406  -0.511  -0.13
C  -0.111  -5.379  -0.383  -0.11
H  -2.020  -5.839  0.417  0.09
H  -2.488  -3.716  1.297  0.10
H  1.587  -2.472  -0.082  0.07
H  1.828  -4.761  -0.864  0.10
H  0.175  -6.379  -0.686  0.10
C  -2.175  3.075  0.824  -0.46
O  -2.707  2.049  0.399  0.01
C  -2.224  3.254  2.404  -0.04
H  -1.690  4.114  2.852  0.07
H  -2.119  2.376  3.106  0.09
H  -3.307  3.472  2.335  0.08
C  -0.960  3.745  0.218  -0.06
H  -1.160  3.710  -0.826  0.05
H  0.118  3.456  0.384  0.08
H  -0.974  4.767  0.582  0.08
C  0.756  -1.297  3.960  -0.16
O  1.080  -0.211  3.129  -0.35
H  -0.022  -1.042  4.691  0.08
H  1.691  -1.468  4.516  0.09
H  0.451  -2.131  3.298  0.07
H  1.502  0.516  3.695  0.12

Forces on the atoms, in the same order (eV/Å):
-0.20 -1.85 -1.62
-0.91 -0.29 1.34
-0.91 0.00 -0.29
-0.82 0.84 1.05
-0.01 1.71 0.84
-0.16 0.03 -0.15
-0.08 -0.01 0.00
0.05 -0.18 -0.11
0.13 0.15 0.05
0.04 0.05 -0.19
0.02 0.06 -0.08
0.12 0.02 -0.04
-0.09 -0.10 0.05
0.09 -0.12 0.02
0.00 -0.04 0.11
0.13 0.27 -0.04
-0.25 0.09 -0.03
1.07 -0.45 -0.50
-0.15 -0.69 -0.20
0.12 -0.46 0.31
-0.28 1.02 -0.03
0.50 0.72 -1.01
0.56 -0.30 0.58
1.41 -1.31 -1.44
0.24 -0.01 0.12
0.11 0.01 0.23
-0.37 0.01 0.69
0.21 0.03 -0.02
0.19 0.08 -0.01
-0.28 0.04 -0.04
0.51 0.81 -0.27
-0.92 0.04 0.00
0.19 0.37 -0.20
-0.48 -0.11 0.04
3.76 -4.63 3.57
-0.05 2.57 -0.47
-1.94 0.67 -0.58
-0.26 -0.36 -0.64
0.07 0.49 -1.54
0.04 0.27 1.37
-0.48 1.15 -0.61
0.31 0.37 -1.23
-1.51 -0.73 0.43
-0.03 0.44 -0.30
0.70 -0.64 0.67
0.87 1.96 1.11
-0.10 -0.14 -0.31
-0.45 -0.88 0.08
0.23 0.47 0.66
-0.98 -1.44 -1.38

As for the total energy: -1580.07597 a.u. For the orbital gap (spin up / spin down), the calculation gives 0.2310 / 0.2041 Ha. The calculation puts the LUMO energy (spin up / spin down) at -0.014 / -0.021 Eh. The energy relative to the best compared isomer or geometry (same formula, charge and spin) is 308.14 kJ/mol. For the HOMO energy (spin up / spin down), the calculation gives -6.679 / -6.127 eV. The calculation puts the strongest force on any atom at 6.95 eV/Å.

=====

# C14H31AsIrNS4SeSi4

A molecular structure, C14H31AsIrNS4SeSi4 (ωB97M-V/def2-TZVPD, OMol25).

Each line ends with the Löwdin charge.
Element x y z (Å)
Ir  0.022  -0.762  0.160  0.21
S  1.878  -4.273  -2.101  -0.12
As  0.805  -3.768  -0.345  -0.57
S  1.886  -2.235  0.827  0.09
S  -1.077  -2.726  -0.877  0.09
S  0.471  -5.535  0.772  -0.13
Se  -1.195  0.159  2.135  0.59
C  -1.498  -1.315  3.294  -0.64
C  -1.205  -2.627  2.949  -0.13
C  -1.467  -3.630  3.863  -0.14
N  -1.993  -3.421  5.059  0.05
C  -2.275  -2.167  5.385  -0.17
C  -2.049  -1.088  4.555  -0.14
H  -0.782  -2.895  1.994  -0.01
H  -1.241  -4.658  3.614  0.10
H  -2.710  -2.025  6.369  0.10
H  -2.290  -0.079  4.859  0.09
C  3.704  1.925  -3.396  -0.20
Si  3.096  0.770  -1.984  0.39
C  3.763  -0.961  -2.408  -0.23
C  3.894  1.374  -0.352  -0.24
Si  0.717  0.818  -1.426  0.28
Si  0.062  3.146  -1.345  0.39
C  0.579  4.220  -2.851  -0.20
C  -1.823  3.405  -1.124  -0.22
C  0.863  3.946  0.201  -0.23
Si  -0.176  0.139  -3.870  0.49
C  0.267  -1.657  -4.312  -0.23
C  0.353  1.229  -5.358  -0.21
C  -2.048  0.328  -3.551  -0.24
H  4.780  1.850  -3.529  0.03
H  3.473  2.966  -3.192  0.00
H  3.237  1.665  -4.340  0.00
H  4.848  -1.003  -2.365  0.03
H  3.465  -1.275  -3.403  0.01
H  3.384  -1.703  -1.712  -0.05
H  4.973  1.252  -0.351  0.02
H  3.499  0.804  0.486  0.01
H  3.678  2.421  -0.164  0.00
H  0.048  3.920  -3.747  0.00
H  1.639  4.124  -3.056  0.00
H  0.373  5.273  -2.688  0.03
H  -2.376  3.188  -2.033  0.00
H  -2.067  4.422  -0.828  0.02
H  -2.194  2.744  -0.347  0.01
H  1.941  4.036  0.100  0.01
H  0.666  3.329  1.073  0.02
H  0.469  4.937  0.410  0.02
H  1.320  -1.766  -4.552  0.01
H  -0.310  -2.024  -5.159  0.03
H  0.064  -2.319  -3.475  -0.06
H  1.427  1.187  -5.506  0.00
H  0.083  2.268  -5.213  0.00
H  -0.121  0.888  -6.275  0.03
H  -2.315  -0.159  -2.618  0.00
H  -2.635  -0.131  -4.342  0.02
H  -2.345  1.368  -3.477  0.00

Forces on the atoms, in the same order (eV/Å):
-0.39 -2.80 1.24
-0.20 0.58 0.20
1.09 -2.95 -1.07
-1.93 2.03 -0.74
1.10 2.51 1.05
-0.32 0.76 0.32
0.67 0.64 -1.32
0.13 -0.67 -0.02
0.04 0.14 -0.15
0.05 -0.25 -0.07
-0.12 -0.21 0.36
-0.11 0.10 0.18
0.12 0.37 -0.41
-0.01 -0.04 0.01
0.08 -0.04 -0.15
0.00 0.11 0.00
-0.06 0.04 0.15
-0.68 -0.15 0.46
0.61 -0.19 0.74
-0.46 0.52 0.27
-0.07 -0.21 -0.50
0.29 0.36 -2.61
-0.27 0.71 0.64
0.00 -0.79 0.31
0.55 -0.34 -0.08
-0.18 -0.34 -0.43
-0.20 -0.28 1.02
-0.25 0.60 0.34
-0.05 -0.10 0.79
0.50 -0.19 -0.34
0.17 -0.20 0.15
-0.03 0.20 0.04
-0.07 -0.05 -0.18
0.22 0.23 0.04
-0.14 -0.07 -0.19
-0.11 -0.17 0.03
0.26 -0.03 -0.05
-0.09 -0.14 0.11
-0.09 0.21 -0.01
-0.13 -0.08 -0.19
0.24 -0.02 -0.06
-0.15 0.17 0.28
-0.07 -0.10 -0.18
0.16 0.22 0.03
-0.12 -0.16 0.15
0.20 -0.04 -0.05
-0.01 -0.14 0.19
-0.15 0.18 -0.10
0.22 0.01 -0.02
-0.14 0.14 -0.18
0.06 -0.08 0.11
0.19 -0.05 -0.04
-0.05 0.24 0.02
-0.15 -0.21 -0.04
0.02 -0.12 0.17
-0.15 -0.10 -0.22
0.01 0.27 0.01

As for the total energy: -8099.22748 a.u. As for the net charge: -1. The spin multiplicity is 2. The expectation value of S² is 0.77. For the orbital gap (spin up / spin down), the calculation gives 0.1683 / 0.1686 Ha. The calculation puts the LUMO energy (spin up / spin down) at 0.004 / 0.005 Eh. The energy relative to the best compared isomer or geometry (same formula, charge and spin) is 276.39 kJ/mol. For the HOMO energy (spin up / spin down), the calculation gives -4.459 / -4.459 eV. The calculation puts the strongest force on any atom at 3.32 eV/Å.

=====

Question: Which of these has the lowest energy relative to the best compared isomer or geometry (same formula, charge and spin)?
Answer: number 2